# C17H20AlBr3Cl2CsF6K2O7S

C17H20AlBr3Cl2CsF6K2O7S as an isolated structure (ωB97M-V/def2-TZVPD, the Open Molecules 2025 dataset).

The value obtained for the frontier orbital gap is 1.3130 eV. The total energy is -12287.9331 Eh. For the HOMO energy, the calculation gives -5.655 eV.

Structure (ORCA input):
```
! RIJCOSX wB97M-V def2-TZVPD def2/J DEFGRID3
* xyz 1 1
O -8.380 -0.368 -3.578
C -7.657 0.096 -4.445
O -7.717 1.322 -4.805
C -6.728 -0.800 -5.201
F -7.635 -1.726 -5.746
F -6.109 -0.163 -6.197
C -5.674 -1.494 -4.395
C -4.661 -0.691 -3.963
C -3.647 -1.188 -3.224
C -3.634 -2.526 -2.933
C -4.665 -3.335 -3.369
C -4.647 -4.816 -2.983
F -3.643 -5.049 -2.192
F -4.517 -5.637 -4.169
F -5.780 -5.097 -2.421
C -5.739 -2.822 -4.137
H -4.651 0.351 -4.212
H -2.895 -0.510 -2.893
H -2.824 -2.927 -2.362
H -6.537 -3.450 -4.470
C -2.666 0.171 0.949
Br -2.924 -1.224 -0.366
Br -4.252 1.223 1.137
Br -2.009 -0.459 2.619
H -1.891 0.815 0.554
K -7.524 2.958 -3.706
Cs -3.630 -5.012 -5.692
F -8.456 -0.315 -1.270
Al -9.363 -1.808 -4.503
C 3.362 1.195 3.571
C 2.209 1.719 4.439
C 1.405 2.707 3.584
S 1.622 2.189 1.872
O 2.333 3.203 1.157
O 0.380 1.672 1.358
C 2.740 0.833 2.227
H 3.853 0.338 4.028
H 4.107 1.978 3.436
H 1.570 0.886 4.738
H 2.572 2.195 5.348
H 0.346 2.692 3.825
H 1.790 3.721 3.670
H 3.467 0.743 1.423
H 2.145 -0.077 2.299
O 1.476 5.022 -1.610
H 1.854 4.596 -0.825
C 7.457 2.276 2.783
Cl 6.176 3.363 2.243
Cl 6.940 1.310 4.173
H 7.716 1.606 1.974
H 8.319 2.863 3.070
O 9.921 -0.184 2.963
C 10.914 -0.516 3.565
C 10.331 -0.651 5.487
O 11.347 -0.973 6.048
H 11.775 0.176 3.632
H 11.356 -1.516 3.387
H 9.492 -1.364 5.364
H 9.900 0.361 5.611
K -8.421 2.119 -6.867
*
```

Results of the Mulliken charge analysis, in e, for atoms 1 through 4: number 1, O, carries -0.289; number 2, C, carries 0.719; number 3, O, carries -1.416; number 4, C, carries 0.926


# C17H20AsF6O6SV

C17H20AsF6O6SV as an isolated structure (ωB97M-V/def2-TZVPD, the Open Molecules 2025 dataset).

The value obtained for the frontier orbital gap (alpha / beta) is 6.6438 / 6.5505 eV. As for the relative energy (zero: lowest compared OMol25 entry of this formula, charge and spin): 339.1 kJ/mol. The total energy is -5288.1071 Eh. For the HOMO energy (alpha / beta), the calculation gives -11.064 / -10.907 eV.

Structure (ORCA input):
```
! RIJCOSX wB97M-V def2-TZVPD def2/J DEFGRID3
* xyz 1 2
V -1.575 -3.961 17.036
O 2.209 -2.935 16.006
C 1.301 -3.508 16.541
O 0.015 -3.138 16.482
C 1.476 -4.813 17.338
C 0.710 -4.868 18.658
C 1.322 -5.932 19.539
C 0.995 -7.170 18.686
C -0.034 -6.629 17.631
O -0.597 -5.422 18.265
C 0.744 -5.964 16.493
C -0.322 -5.521 15.508
O -1.479 -6.262 15.362
O 0.075 -5.090 14.301
H 2.550 -4.997 17.483
H 0.520 -3.900 19.075
H 2.374 -5.770 19.728
H 0.725 -5.991 20.441
H 1.863 -7.530 18.163
H 0.584 -7.982 19.307
H -0.850 -7.307 17.335
H 1.493 -6.582 16.011
C -0.717 -9.218 11.640
C -0.998 -7.916 12.244
C -1.549 -7.798 13.430
C -1.838 -6.415 13.972
C -0.944 -5.308 13.308
C -0.233 -5.605 12.023
C -0.459 -6.797 11.480
S -2.020 -3.845 13.063
C -2.962 -4.614 11.837
O -2.903 -3.969 14.303
H -1.110 -10.050 12.246
H 0.377 -9.376 11.565
H -1.135 -9.328 10.654
H -1.810 -8.663 14.026
H -2.903 -6.168 13.962
H 0.188 -4.765 11.470
H -0.172 -7.001 10.455
H -3.346 -5.632 12.094
H -2.347 -4.720 10.942
H -3.737 -3.927 11.549
F -1.795 -2.754 18.521
As -3.389 -3.264 19.320
F -3.310 -1.829 20.324
F -2.492 -4.190 20.403
F -4.936 -3.792 19.925
F -3.239 -4.689 18.125
F -4.108 -2.363 18.094
C -2.839 -3.125 15.651
H -3.893 -3.064 15.828
H -2.475 -2.147 15.346
*
```

Results of the Mulliken charge analysis, in e, for atoms 1 through 4: number 1, V, carries 0.870; number 2, O, carries -0.622; number 3, C, carries -0.095; number 4, O, carries -0.525


# C17H20BClN6Sn

C17H20BClN6Sn as an isolated structure (ωB97M-V/def2-TZVPD, the Open Molecules 2025 dataset).

The value obtained for the frontier orbital gap is 6.3682 eV. The total energy is -1687.6539 Eh. For the HOMO energy, the calculation gives -5.806 eV.

Structure (ORCA input):
```
! RIJCOSX wB97M-V def2-TZVPD def2/J DEFGRID3
* xyz 0 1
H 1.496 -2.714 0.996
N 1.206 -1.511 -0.742
B 0.506 -0.745 -3.111
N 1.057 -1.805 -2.083
C 1.390 -3.103 -2.279
Sn -0.049 -0.097 0.297
H 1.429 -3.526 -3.277
C 1.652 -3.674 -1.023
H 1.915 -4.699 -0.808
C 1.483 -2.669 -0.070
H 0.465 -1.256 -4.204
C 0.323 2.888 0.385
H 0.018 2.991 1.426
H -0.521 2.422 -0.166
H 0.493 3.906 0.009
N 1.507 0.474 -3.162
N -0.967 -0.279 -2.723
N 1.744 1.227 -2.053
N -1.324 0.120 -1.462
C 2.280 0.889 -4.203
C -2.077 -0.252 -3.491
H 2.228 0.388 -5.160
H -2.033 -0.575 -4.523
C 3.037 1.964 -3.738
C -3.139 0.190 -2.712
C 2.651 2.127 -2.387
C -2.642 0.433 -1.442
H 3.760 2.546 -4.291
H -4.164 0.289 -3.014
H 3.013 2.866 -1.673
H -3.142 0.788 -0.554
H 1.184 2.240 0.258
Cl 1.482 0.857 3.164
C 0.080 0.459 4.051
C -0.029 0.897 5.376
C -1.127 0.506 6.172
C -2.165 -0.229 5.599
C -2.088 -0.596 4.260
C -0.956 -0.325 3.471
C -1.028 -0.987 2.103
H 0.757 1.487 5.784
H -1.174 0.807 7.202
H -3.019 -0.559 6.179
H -2.910 -1.143 3.777
H -2.078 -1.052 1.753
H -0.524 -1.967 2.089
*
```

Results of the Mulliken charge analysis, in e, for atoms 1 through 4: number 1, H, carries 0.566; number 2, N, carries -0.329; number 3, B, carries 0.132; number 4, N, carries 0.232


# C17H20Cl2FeNOS4

C17H20Cl2FeNOS4 as an isolated structure (ωB97M-V/def2-TZVPD, the Open Molecules 2025 dataset).

The value obtained for the frontier orbital gap (alpha / beta) is 4.5411 / 7.7037 eV. The total energy is -4566.5722 Eh. For the HOMO energy (alpha / beta), the calculation gives -4.544 / -7.710 eV.

Structure (ORCA input):
```
! RIJCOSX wB97M-V def2-TZVPD def2/J DEFGRID3
* xyz 0 6
Fe -0.233 0.058 0.378
C 1.685 1.047 2.886
C 0.380 1.631 3.418
S -0.951 1.678 2.179
C -2.351 0.871 3.008
C -2.125 -0.498 3.639
S -1.527 -1.752 2.470
C -0.147 -2.485 3.378
C 1.005 -1.548 3.719
S 1.616 -0.653 2.265
H 2.029 1.609 2.016
H 2.450 1.118 3.660
H 0.015 1.088 4.288
H 0.565 2.657 3.739
H -2.737 1.556 3.764
H -3.101 0.804 2.217
H -1.433 -0.436 4.478
H -3.081 -0.831 4.047
H -0.515 -2.966 4.286
H 0.198 -3.279 2.713
H 0.704 -0.828 4.479
H 1.823 -2.131 4.143
Cl -1.859 1.805 -1.135
C -2.063 0.730 -2.502
C -2.361 1.325 -3.714
C -2.519 0.528 -4.835
C -2.378 -0.844 -4.720
C -2.080 -1.411 -3.493
Cl -1.921 -3.136 -3.428
C -1.903 -0.648 -2.328
S -1.570 -1.421 -0.788
H -2.463 2.399 -3.772
H -2.749 0.976 -5.792
H -2.494 -1.489 -5.580
O 1.373 0.951 -0.146
N 1.910 0.470 -1.329
C 3.153 -0.140 -1.256
C 3.870 -0.353 -2.392
C 3.404 0.098 -3.645
C 2.210 0.851 -3.656
C 1.501 1.062 -2.516
H 3.454 -0.456 -0.270
H 4.812 -0.877 -2.308
H 3.971 -0.071 -4.547
H 1.835 1.284 -4.574
H 0.601 1.652 -2.446
*
```

Results of the Mulliken charge analysis, in e, for atoms 1 through 4: number 1, Fe, carries 0.813; number 2, C, carries -0.716; number 3, C, carries -0.754; number 4, S, carries -0.092


# C17H20F3NO7PS

A 2-piece molecular cluster, C17H20F3NO7PS overall (ωB97M-V/def2-TZVPD, the Open Molecules 2025 dataset).

The value obtained for the frontier orbital gap is 5.0664 eV. The total energy is -2280.5191 Eh. For the HOMO energy, the calculation gives -3.506 eV.

Structure (ORCA input):
```
! RIJCOSX wB97M-V def2-TZVPD def2/J DEFGRID3
* xyz -1 1
C 0.258 -1.501 -4.293
C 0.931 -1.435 -2.939
O 0.119 -2.073 -1.914
P -0.029 -1.399 -0.453
C 0.800 -2.423 0.709
C 1.862 -1.871 1.491
O 2.161 -2.109 2.648
O 2.540 -0.941 0.709
C 3.087 0.188 1.406
C 2.071 1.154 1.958
O 0.282 0.059 -0.407
O -1.606 -1.681 -0.172
C -2.271 -0.787 0.756
C -3.754 -1.077 0.749
H 0.909 -1.023 -5.029
H 0.098 -2.538 -4.601
H -0.700 -0.970 -4.293
H 1.892 -1.960 -2.964
H 1.096 -0.388 -2.651
H 0.365 -3.354 0.998
H 3.709 -0.208 2.216
H 3.705 0.680 0.649
H 2.606 2.022 2.356
H 1.372 1.475 1.178
H 1.519 0.687 2.784
H -1.862 -0.931 1.767
H -2.080 0.254 0.459
H -4.234 -0.511 1.550
H -4.191 -0.774 -0.207
H -3.943 -2.143 0.905
F 0.246 -6.331 0.240
C 0.498 -6.449 1.580
F -0.299 -7.452 2.061
F 1.799 -6.857 1.719
S 0.108 -4.940 2.466
N 0.309 -5.723 4.072
C 1.517 -5.546 4.762
O 2.496 -4.933 4.395
C 1.322 -6.314 6.024
C 0.091 -6.943 6.017
C -0.296 -7.745 7.093
C 0.599 -7.864 8.169
C 1.841 -7.202 8.165
C 2.219 -6.416 7.072
C -0.613 -6.544 4.747
O -1.731 -6.852 4.365
H -1.264 -8.249 7.086
H 0.337 -8.474 9.032
H 2.515 -7.298 9.013
H 3.163 -5.877 7.003
*
```

Results of the Mulliken charge analysis, in e, for atoms 1 through 4: number 1, C, carries -1.237; number 2, C, carries -0.211; number 3, O, carries -0.394; number 4, P, carries 1.043


| no. | largest force on an atom (eV Å⁻¹) |
| --- | --- |
| 1 | 17.78 |
| 2 | 5.17 |
| 3 | 3.75 |
| 4 | 0.24 |
| 5 | 2.29 |